Entry 1:
# C2H3N3O

C2H3N3O in the gas phase in a non-equilibrium geometry (ωB97M-V with the def2-TZVPD basis set, the Open Molecules 2025 dataset).

Its spin multiplicity is 1. Its SMILES is Oc1nc[nH]n1. The relative energy (zero: lowest compared OMol25 entry of this formula, charge and spin) comes out at 100.08 kcal/mol. As for the HOMO energy (alpha / beta): -0.3237 / -0.3236 hartree.

Positions of all 9 atoms, in Å:
1 O -1.7663 0.3554 0.1814
2 C -0.8063 -0.7679 0.2331
3 N -0.2904 -0.3744 -0.9974
4 C 0.8101 0.2070 -0.6765
5 N 1.0769 -0.0105 0.6455
6 N 0.0827 -0.6566 1.2540
7 H -2.4128 0.1154 -0.4852
8 H 1.4076 0.8525 -1.3016
9 H 1.8985 0.2791 1.1467

Atomic partial charges in e from the Mulliken method, atoms 1 to 5: number 1, O, carries -0.48; number 2, C, carries 0.54; number 3, N, carries -0.45; number 4, C, carries -0.17; number 5, N, carries 0.19

***

Entry 2:
# C2H3N3O

2 unconnected molecules or ions with the total composition C2H3N3O in a non-equilibrium geometry (ωB97M-V with the def2-TZVPD basis set, the Open Molecules 2025 dataset).

Its spin multiplicity is 3. The relative energy (zero: lowest compared OMol25 entry of this formula, charge and spin) comes out at 47.30 kcal/mol. As for the HOMO energy (alpha / beta): -0.2430 / -0.4119 hartree.

Positions of all 9 atoms, in Å:
1 C 1.3483 -0.4364 -0.4147
2 C -1.1481 -0.4655 0.2357
3 N -0.9205 0.4105 1.0928
4 N -1.3499 0.8067 -0.2799
5 N 1.6811 0.5290 0.2067
6 O 1.1065 -1.3788 -1.0695
7 H -1.3648 -1.6004 0.1429
8 H -0.5574 1.0971 -0.8086
9 H 1.2048 1.0378 0.8946

Atomic partial charges in e from the Mulliken method, atoms 1 to 5: number 1, C, carries 0.68; number 2, C, carries 0.00; number 3, N, carries -0.40; number 4, N, carries -0.22; number 5, N, carries -0.53

***

Entry 3:
# C2H3N3O2

2 unconnected molecules or ions with the total composition C2H3N3O2 in a non-equilibrium geometry (ωB97M-V with the def2-TZVPD basis set, the Open Molecules 2025 dataset).

Its spin multiplicity is 1. The relative energy (zero: lowest compared OMol25 entry of this formula, charge and spin) comes out at 190.05 kcal/mol. As for the HOMO energy (alpha / beta): -0.4139 / -0.3275 hartree.

Positions of all 10 atoms, in Å:
1 C -0.9094 1.3114 -0.1688
2 C -0.0672 0.1923 0.1623
3 N -1.5569 2.2161 -0.2923
4 N 1.0703 0.2363 0.8958
5 N -0.5244 -1.2391 0.0960
6 O -1.6538 -1.5067 -0.2778
7 O 0.3909 -1.9785 0.3747
8 H 0.2015 0.4771 -2.4394
9 H 1.6023 1.0440 0.5969
10 H 1.4467 -0.7528 1.0526

Atomic partial charges in e from the Mulliken method, atoms 1 to 5: number 1, C, carries 0.34; number 2, C, carries -0.11; number 3, N, carries -0.31; number 4, N, carries -0.36; number 5, N, carries 1.03

***

Entry 4:
# C2H3N3O2

C2H3N3O2 in the gas phase in a non-equilibrium geometry (ωB97M-V with the def2-TZVPD basis set, the Open Molecules 2025 dataset).

Its spin multiplicity is 1. Its SMILES is O=C1NCn2on21. The relative energy (zero: lowest compared OMol25 entry of this formula, charge and spin) comes out at 125.98 kcal/mol. As for the HOMO energy: -0.3739 hartree.

Positions of all 10 atoms, in Å:
1 O -2.3555 0.4764 -0.3533
2 C -1.2024 0.4221 -0.1216
3 N -0.5910 -0.6049 0.4349
4 C 0.8799 -0.4374 0.4699
5 N 1.0530 0.8381 -0.2583
6 O 0.5763 0.9169 -1.6106
7 N -0.1394 1.4366 -0.4883
8 H -0.9606 -1.5589 0.4559
9 H 1.5201 -1.3531 0.0765
10 H 1.2196 -0.1357 1.3949

Atomic partial charges in e from the Mulliken method, atoms 1 to 5: number 1, O, carries -0.51; number 2, C, carries 0.48; number 3, N, carries -0.18; number 4, C, carries -0.23; number 5, N, carries -0.05

***

Entry 5:
# C2H3N3O2

C2H3N3O2 in the gas phase in a non-equilibrium geometry (ωB97M-V with the def2-TZVPD basis set, the Open Molecules 2025 dataset).

Its spin multiplicity is 1. Its SMILES is [H]/N=c1/[nH]oc(=O)[nH]1. The relative energy (zero: lowest compared OMol25 entry of this formula, charge and spin) comes out at 61.64 kcal/mol. As for the HOMO energy: -0.3633 hartree.

Positions of all 10 atoms, in Å:
1 H 0.8393 1.9765 -1.5306
2 N 0.2351 1.1823 -1.4719
3 C 0.0469 0.5342 -0.3855
4 N -1.2173 0.0176 -0.3765
5 O -1.1898 -1.1715 0.4267
6 C -0.0476 -1.0836 1.1916
7 O 0.2497 -1.8357 2.0720
8 N 0.6801 0.0233 0.7261
9 H -1.2942 0.1495 -1.4375
10 H 1.6635 0.1122 0.9332

Atomic partial charges in e from the Mulliken method, atoms 1 to 5: number 1, H, carries 0.22; number 2, N, carries -0.66; number 3, C, carries 0.41; number 4, N, carries -0.19; number 5, O, carries -0.22

***

Entry 6:
# C2H3N3O2

A molecular structure, C2H3N3O2 in a non-equilibrium geometry (ωB97M-V with the def2-TZVPD basis set, the Open Molecules 2025 dataset).

Its spin multiplicity is 1. The relative energy (zero: lowest compared OMol25 entry of this formula, charge and spin) comes out at 44.91 kcal/mol. As for the HOMO energy: -0.3739 hartree.

Positions of all 10 atoms, in Å:
1 C 0.5615 -0.1665 -0.0989
2 C -1.4671 -0.2949 0.0008
3 H 2.0552 -1.4590 0.2082
4 H 2.5158 0.1912 0.5556
5 H -1.7216 1.7333 -0.4503
6 N 1.9069 -0.4677 -0.1419
7 N -0.3587 -1.0591 -0.0190
8 N -1.1590 1.0445 0.1267
9 O -2.6062 -0.6573 -0.0742
10 O 0.2731 1.1356 -0.1069

Atomic partial charges in e from the Mulliken method, atoms 1 to 5: number 1, C, carries 0.57; number 2, C, carries 0.43; number 3, H, carries 0.32; number 4, H, carries 0.31; number 5, H, carries 0.30

***

The energy results, record by record, are as follows: -317.37284, -317.26949, -392.49069, -392.59279, -392.69531, -392.72197 Ha.